# C4H5NO2S

An isolated molecule of C4H5NO2S in a non-equilibrium geometry (wB97M-V/def2-TZVPD, the Open Molecules 2025 dataset).

Element x y z (Å)
C -0.505 -0.626 -0.078
C 0.092 0.564 0.044
C 1.941 -0.713 -0.061
C -0.502 1.877 0.306
H -2.547 -0.210 -0.348
H -2.147 -1.816 -0.192
H 2.763 -0.821 -0.742
H 2.227 -0.802 0.986
H -1.544 1.873 0.528
N -1.888 -0.895 0.127
O 1.409 0.556 -0.287
O 0.119 2.906 0.234
S 0.582 -1.894 -0.518

Total charge   0
LUMO   0.32 eV
M   131.2 u
SMILES   NC1=C(C=O)OCS1
Largest force on an atom   2.32 eV/Å
Frontier orbital gap   0.3104 Eh